No. 1
Density functional theory data (wB97M-V/def2-TZVPD) for a molecular structure, C2H5PSi.

Structure (XYZ):
```
9
Properties=species:S:1:pos:R:3
C 0.03 0.14 0.73
C 0.00 0.40 -0.74
Si -1.40 -0.74 -0.08
P 1.34 -0.65 -0.31
H 0.32 0.87 1.50
H 0.03 1.43 -0.94
H -1.02 -1.99 -0.64
H -2.65 -0.19 0.49
H 3.35 0.73 -0.01
```

Its energy above the lowest of the compared OMol25 structures with the same formula, charge and spin is 66.7 kcal/mol. The value obtained for the gap between HOMO and LUMO (spin up / spin down) is 7.60 / 8.35 eV.

No. 2
Density functional theory data (wB97M-V/def2-TZVPD) for 13 unconnected molecules or ions with the total composition C52H78O26.

Structure (XYZ):
```
156
Properties=species:S:1:pos:R:3
O 2.66 5.28 -3.13
C 1.98 5.15 -2.11
O 1.18 6.10 -1.66
C 0.42 5.71 -0.51
C 0.72 4.24 -0.31
C 1.94 3.99 -1.19
H -0.64 5.83 -0.72
H 0.77 6.34 0.32
H -0.12 3.68 -0.70
H 0.84 3.86 0.71
H 1.76 3.17 -1.87
H 2.92 3.97 -0.71
O -2.57 2.35 -6.81
C -1.92 2.08 -5.79
O -1.94 2.80 -4.65
C -1.08 2.28 -3.65
C -0.17 1.27 -4.41
C -1.07 0.84 -5.61
H -1.75 1.84 -2.91
H -0.47 3.00 -3.10
H 0.15 0.45 -3.77
H 0.80 1.64 -4.73
H -1.71 -0.02 -5.41
H -0.45 0.72 -6.50
O 4.61 -1.95 -4.72
C 4.14 -2.79 -3.99
O 3.77 -4.02 -4.36
C 3.12 -4.72 -3.34
C 3.14 -3.87 -2.12
C 3.99 -2.65 -2.46
H 3.71 -5.60 -3.11
H 2.08 -4.93 -3.58
H 3.37 -4.41 -1.19
H 2.10 -3.60 -1.96
H 4.94 -2.77 -1.95
H 3.55 -1.67 -2.27
O -4.29 -1.05 -4.85
C -3.85 -1.16 -3.65
O -3.42 -0.12 -2.99
C -3.14 -0.39 -1.60
C -3.70 -1.79 -1.39
C -3.70 -2.39 -2.77
H -3.56 0.35 -0.92
H -2.06 -0.44 -1.47
H -4.70 -1.89 -0.98
H -3.10 -2.30 -0.63
H -4.41 -3.19 -2.95
H -2.73 -2.79 -3.07
O -5.89 -2.93 5.84
C -5.82 -2.62 4.66
O -5.07 -3.30 3.75
C -5.24 -2.79 2.44
C -6.05 -1.60 2.46
C -6.54 -1.49 3.87
H -5.69 -3.58 1.84
H -4.26 -2.63 1.99
H -6.77 -1.51 1.65
H -5.38 -0.78 2.20
H -7.61 -1.66 3.99
H -6.36 -0.50 4.31
O -1.80 -1.57 1.37
C -0.83 -0.95 0.96
O -0.22 -1.44 -0.13
C 0.89 -0.62 -0.53
C 0.57 0.75 0.07
C -0.14 0.37 1.38
H 0.98 -0.56 -1.62
H 1.81 -1.10 -0.21
H -0.03 1.27 -0.67
H 1.41 1.41 0.25
H -0.86 1.14 1.63
H 0.60 0.18 2.16
O -4.93 0.87 6.55
C -4.66 1.41 5.49
O -4.21 0.77 4.39
C -3.94 1.64 3.32
C -4.70 2.90 3.63
C -4.70 2.90 5.16
H -4.20 1.28 2.33
H -2.90 1.94 3.25
H -5.73 2.81 3.27
H -4.12 3.78 3.34
H -5.62 3.32 5.58
H -3.80 3.21 5.69
O 0.34 -6.58 1.40
C -0.20 -6.02 0.46
O 0.46 -5.83 -0.77
C -0.36 -5.17 -1.68
C -1.78 -5.41 -1.23
C -1.62 -5.44 0.30
H -0.22 -5.47 -2.72
H -0.07 -4.13 -1.67
H -2.13 -6.36 -1.65
H -2.58 -4.76 -1.58
H -2.29 -6.11 0.83
H -1.76 -4.49 0.80
O 2.98 1.06 -2.68
C 4.14 1.47 -2.99
O 5.27 0.90 -2.52
C 6.40 1.46 -3.22
C 5.76 2.03 -4.46
C 4.38 2.54 -4.02
H 7.15 0.72 -3.50
H 6.94 2.15 -2.57
H 5.87 1.28 -5.24
H 6.35 2.91 -4.72
H 3.66 2.58 -4.83
H 4.34 3.57 -3.69
O 4.92 2.21 1.26
C 5.52 1.20 0.93
O 6.79 1.12 0.79
C 7.20 -0.28 0.74
C 6.00 -0.96 0.01
C 4.84 -0.11 0.53
H 7.39 -0.73 1.71
H 7.96 -0.45 -0.03
H 5.90 -2.02 0.27
H 6.14 -0.92 -1.07
H 4.39 -0.51 1.44
H 4.07 0.13 -0.20
O 3.24 -2.76 0.88
C 2.64 -3.42 1.72
O 1.53 -2.99 2.21
C 1.00 -3.75 3.32
C 2.22 -4.51 3.83
C 3.19 -4.58 2.62
H 0.17 -4.37 2.98
H 0.57 -3.08 4.07
H 1.84 -5.48 4.14
H 2.72 -3.97 4.64
H 3.05 -5.51 2.05
H 4.23 -4.43 2.89
O -2.35 3.46 1.26
C -3.14 3.95 0.40
O -2.76 4.00 -0.84
C -3.75 4.55 -1.68
C -4.82 5.09 -0.79
C -4.60 4.41 0.54
H -4.20 3.70 -2.20
H -3.25 5.29 -2.30
H -5.82 4.88 -1.17
H -4.64 6.16 -0.76
H -5.11 3.47 0.71
H -4.74 5.02 1.43
O -0.67 2.56 5.18
C 0.44 2.16 4.83
O 0.82 0.95 5.03
C 2.11 0.69 4.56
C 2.43 1.84 3.66
C 1.51 2.95 4.16
H 2.20 -0.25 4.02
H 2.76 0.69 5.44
H 2.16 1.61 2.63
H 3.46 2.21 3.73
H 1.14 3.56 3.33
H 1.93 3.57 4.95
```

Its energy above the lowest of the compared OMol25 structures with the same formula, charge and spin is 74.7 kcal/mol. The value obtained for the gap between HOMO and LUMO is 9.84 eV.

No. 3
Density functional theory data (wB97M-V/def2-TZVPD) for C9H8N4 in the gas phase.

Structure (XYZ):
```
21
Properties=species:S:1:pos:R:3
N -1.95 -2.22 -3.20
C -1.30 -1.57 -2.19
N -1.98 -1.54 -0.98
C -1.45 -0.81 -0.05
C -0.22 -0.14 -0.22
C 0.44 0.63 0.87
C 1.20 1.76 0.59
C 1.95 2.42 1.57
N 1.96 2.01 2.85
C 1.18 0.93 3.13
C 0.40 0.22 2.18
C 0.33 -0.20 -1.49
N -0.20 -0.93 -2.46
H -2.58 -2.88 -2.79
H -1.32 -2.63 -3.90
H -1.97 -0.80 0.90
H 1.22 2.10 -0.43
H 2.44 3.34 1.38
H 1.21 0.49 4.12
H -0.26 -0.60 2.53
H 1.24 0.31 -1.71
```

Its SMILES is Nc1ncc(-c2ccncc2)cn1. Its energy above the lowest of the compared OMol25 structures with the same formula, charge and spin is 7.8 kcal/mol. The value obtained for the gap between HOMO and LUMO is 9.27 eV.

No. 4
Density functional theory data (wB97M-V/def2-TZVPD) for a molecular structure, C24H31O7W.

Structure (XYZ):
```
63
Properties=species:S:1:pos:R:3
C 0.38 -0.47 -3.16
C 0.17 -1.16 -1.80
C 0.03 1.02 -3.00
C -0.83 1.17 -1.70
H -0.55 1.33 -3.88
H 0.94 1.63 -2.96
C -0.92 -0.39 -1.09
H 1.13 -1.12 -1.27
H -0.09 -2.21 -1.92
C -1.34 -1.01 0.27
H -1.81 -0.67 -1.68
H -1.87 1.39 -2.00
C -0.39 2.38 -0.95
C 1.81 -0.68 -3.65
C -0.40 -1.09 -4.32
O -0.92 -0.44 -5.22
O 2.77 -0.85 -2.92
O 1.89 -0.69 -5.00
O -0.43 -2.43 -4.31
C -1.03 -2.98 -5.49
H -0.91 -4.06 -5.39
H -0.52 -2.61 -6.38
H -2.09 -2.71 -5.54
C 3.22 -0.95 -5.46
H 3.93 -0.23 -5.03
H 3.16 -0.85 -6.54
H 3.52 -1.97 -5.18
O -0.43 -1.27 1.41
H -1.63 -2.06 0.03
H -2.23 -0.48 0.64
C -1.37 3.00 -0.04
C 1.03 2.35 -0.53
H 1.67 3.10 -1.01
H 1.46 1.37 -0.78
H 1.12 2.50 0.56
H -0.97 3.07 0.98
H -2.27 2.37 -0.02
H -1.69 4.01 -0.33
W -0.25 -0.32 2.98
C -1.78 0.38 4.81
C -2.57 0.30 3.62
C -2.52 -1.05 3.14
H -3.15 1.10 3.17
C -1.64 -1.80 4.01
C -1.24 -0.91 5.07
H -0.73 -1.23 5.98
H -1.73 1.24 5.48
H -3.10 -1.46 2.34
H -1.43 -2.86 3.94
C 1.90 0.78 3.69
C 1.53 -0.26 4.59
C 1.47 -1.50 3.86
H 1.43 -0.15 5.67
C 1.84 -1.21 2.50
C 2.09 0.21 2.40
H 2.47 0.71 1.51
H 2.12 1.81 3.96
H 1.30 -2.49 4.26
H 2.02 -1.94 1.72
O -0.65 4.57 4.01
C -0.40 3.35 3.98
O -0.30 2.54 2.98
H -0.23 2.90 4.99
```

The expectation value of S² is 2.012. Its energy above the lowest of the compared OMol25 structures with the same formula, charge and spin is 0.0 kcal/mol. As for the spin multiplicity: 3. Its net charge is -1. The value obtained for the gap between HOMO and LUMO (spin up / spin down) is 4.90 / 4.57 eV.

No. 5
Density functional theory data (wB97M-V/def2-TZVPD) for a molecular structure, C20H19IrN5O4S2.

Structure (XYZ):
```
51
Properties=species:S:1:pos:R:3
Ir -0.32 1.30 0.26
N 1.35 0.22 -0.22
C 2.10 0.07 1.02
C 3.44 -0.12 1.11
C 4.01 -0.40 2.38
C 3.22 -0.53 3.49
C 1.82 -0.32 3.41
C 0.91 -0.45 4.48
C -0.42 -0.25 4.27
C -0.87 0.16 3.00
N -0.03 0.34 2.00
C 1.29 0.03 2.16
H 1.11 -0.71 -0.58
H 1.85 0.71 -0.98
H 4.07 -0.08 0.23
H 5.08 -0.56 2.45
H 3.66 -0.80 4.44
H 1.28 -0.73 5.46
H -1.14 -0.38 5.06
H -1.91 0.37 2.81
C -3.37 -1.36 -0.56
O -2.31 -0.59 0.10
C -1.67 0.28 -0.65
O -1.82 0.57 -1.80
H -3.14 -2.41 -0.40
H -3.40 -1.12 -1.62
H -4.31 -1.10 -0.07
N -1.88 4.04 -6.88
C -1.11 3.87 -5.80
C -0.83 2.57 -5.31
C -0.04 2.40 -4.22
C 0.51 3.52 -3.57
C 0.25 4.82 -4.04
C -0.55 4.99 -5.14
S 1.49 3.31 -2.21
O 2.16 4.52 -1.83
O 2.19 2.05 -2.25
N 0.37 3.00 -0.95
C 0.06 3.89 -0.04
S 0.38 5.59 0.13
C -0.60 5.60 1.52
C -1.08 4.33 1.83
N -0.70 3.39 0.98
H -2.26 3.26 -7.38
H -2.06 4.96 -7.26
H -1.25 1.72 -5.82
H 0.18 1.40 -3.86
H 0.70 5.68 -3.56
H -0.74 5.98 -5.52
H -0.78 6.51 2.06
H -1.70 4.10 2.69
```

The expectation value of S² is 0.775. Its energy above the lowest of the compared OMol25 structures with the same formula, charge and spin is 40.8 kcal/mol. As for the spin multiplicity: 2. Its net charge is +2. The value obtained for the gap between HOMO and LUMO (spin up / spin down) is 7.08 / 4.41 eV.

No. 6
Density functional theory data (wB97M-V/def2-TZVPD) for a gas-phase ion, C11H13N2O (charge +1).

Structure (XYZ):
```
27
Properties=species:S:1:pos:R:3
C -3.78 -1.01 -0.12
C -2.65 -1.81 -0.12
C -3.68 0.33 -0.13
C -1.49 -1.14 -0.09
C -2.43 1.00 -0.14
C -1.28 0.24 -0.07
C 1.96 -0.54 -0.01
C 3.20 -0.28 0.04
C -2.62 2.50 -0.04
C 3.88 -0.03 -1.32
C 3.86 -0.18 1.34
N 0.67 -0.59 0.04
N -0.19 -1.69 -0.09
O 0.02 0.61 0.08
H -4.76 -1.34 0.08
H -2.52 -2.93 -0.10
H -4.59 0.88 0.04
H -3.49 2.85 -0.52
H -2.72 2.91 0.91
H -1.66 2.98 -0.42
H 5.02 -0.06 -1.20
H 3.38 0.90 -1.72
H 3.56 -0.81 -2.03
H 4.80 -0.68 1.51
H 3.22 -0.44 2.24
H 4.29 0.79 1.42
H -0.01 -2.47 0.42
```

The expectation value of S² is 2.020. Its energy above the lowest of the compared OMol25 structures with the same formula, charge and spin is 78.2 kcal/mol. As for the spin multiplicity: 3. Its net charge is +1. The value obtained for the gap between HOMO and LUMO (spin up / spin down) is 6.70 / 6.55 eV.

No. 7
Density functional theory data (wB97M-V/def2-TZVPD) for a molecular structure, C23H32IrN8O5.

Structure (XYZ):
```
69
Properties=species:S:1:pos:R:3
Ir 0.34 0.07 -0.52
O 6.60 2.89 -1.14
C 6.37 1.72 -1.47
O 7.14 0.79 -1.78
C 4.87 1.33 -1.49
C 4.48 0.01 -1.65
C 3.15 -0.34 -1.53
N 2.18 0.56 -1.26
C 2.55 1.86 -1.20
C 3.86 2.27 -1.31
C 1.41 2.82 -0.93
O 1.58 4.02 -1.02
O 0.32 2.22 -0.60
H 5.24 -0.74 -1.84
H 2.82 -1.36 -1.63
H 4.10 3.32 -1.22
C -1.68 0.72 5.18
N -0.49 0.79 4.35
C 0.62 1.45 4.77
C 1.72 1.55 4.01
C 1.65 0.91 2.72
N 0.56 0.33 2.26
C -0.54 0.23 3.05
O -1.59 -0.31 2.69
N 2.74 0.89 1.94
H -1.38 0.70 6.23
H -2.22 -0.18 4.93
H -2.33 1.58 5.01
H 0.56 1.88 5.76
H 2.60 2.06 4.34
H 3.54 1.46 2.15
H 2.66 0.51 1.01
C -2.58 -0.85 -0.66
N -1.78 0.40 -0.82
C -1.97 0.88 -2.22
N -3.38 1.11 -2.53
C -4.10 -0.15 -2.34
N -3.99 -0.65 -0.97
C -4.51 0.38 -0.06
N -3.80 1.64 -0.20
C -2.39 1.42 0.10
C -3.91 2.09 -1.59
H -2.45 -1.19 0.36
H -2.16 -1.58 -1.36
H -1.55 0.13 -2.89
H -1.40 1.81 -2.33
H -3.69 -0.90 -3.02
H -5.15 0.01 -2.57
H -4.41 0.02 0.97
H -5.57 0.53 -0.28
H -2.28 1.04 1.11
H -1.82 2.34 -0.02
H -3.36 3.03 -1.71
H -4.97 2.27 -1.82
C 0.34 -2.82 -2.46
C 0.50 -3.03 -0.96
C 1.84 -3.73 -0.66
C -0.61 -3.95 -0.42
C 0.46 -1.72 -0.18
H 0.58 -3.74 -3.00
H 0.99 -2.01 -2.81
H -0.68 -2.54 -2.73
H 1.78 -4.78 -0.97
H 2.07 -3.70 0.40
H 2.67 -3.27 -1.20
H -0.62 -4.89 -0.98
H -1.60 -3.50 -0.50
H -0.44 -4.18 0.63
H 0.52 -1.96 0.89
```

Its energy above the lowest of the compared OMol25 structures with the same formula, charge and spin is 0.0 kcal/mol. Its net charge is -1. The value obtained for the gap between HOMO and LUMO is 6.50 eV.

No. 8
Density functional theory data (wB97M-V/def2-TZVPD) for a molecular structure, C15H31BrP2Pd.

Structure (XYZ):
```
50
Properties=species:S:1:pos:R:3
P 0.32 -2.27 1.55
P -0.28 2.79 1.80
C 0.54 -0.66 0.84
C 0.58 1.23 1.44
H 0.07 -0.39 -0.18
H 1.57 -0.54 0.52
H 1.34 0.99 2.23
H 1.12 1.49 0.53
C -1.67 3.58 0.98
H -2.18 4.22 1.72
H -2.42 2.86 0.58
H -1.22 4.16 0.16
C 1.03 3.90 2.07
H 0.92 4.65 1.26
H 2.01 3.42 1.95
H 0.95 4.39 3.04
C -0.73 -3.50 0.72
H -0.77 -4.39 1.38
H -0.23 -3.82 -0.21
H -1.76 -3.19 0.46
C 2.00 -2.90 1.33
H 2.73 -2.05 1.36
H 2.03 -3.37 0.32
H 2.18 -3.66 2.11
Pd -1.41 0.07 0.61
C 0.33 1.32 -1.74
C -0.99 1.16 -1.37
C -2.04 0.58 -2.31
C -1.68 -0.86 -2.77
C -0.82 -1.59 -1.80
C 0.54 -1.57 -1.82
C 1.42 -0.77 -2.71
C 0.99 0.73 -2.93
C 0.04 -1.88 3.27
H 0.92 2.15 -1.30
H -1.42 1.87 -0.67
H -2.14 1.22 -3.21
H -3.00 0.57 -1.77
H -2.61 -1.43 -2.83
H -1.19 -0.85 -3.75
H -1.35 -2.35 -1.18
H 1.10 -2.28 -1.21
H 1.47 -1.27 -3.68
H 2.46 -0.78 -2.34
H 1.92 1.29 -3.11
H 0.38 0.86 -3.84
H 0.60 -1.02 3.42
H 0.44 -2.73 3.89
H -0.94 -1.57 3.40
Br -1.15 2.22 3.77
```

The expectation value of S² is 2.009. Its energy above the lowest of the compared OMol25 structures with the same formula, charge and spin is 0.0 kcal/mol. As for the spin multiplicity: 3. The value obtained for the gap between HOMO and LUMO (spin up / spin down) is 4.18 / 6.73 eV.